The following is a DFT calculation (the ωB97M-V functional and the def2-TZVPD basis) of a 2-piece molecular cluster, C9H9BCl2O4 overall.

Output
Charge: -2
Frontier orbital gap in eV: 4.842
DFT total energy in Eh: -1594.533115
F_max in eV Å⁻¹: 0.81

Structure (XYZ):
```
25
Properties=species:S:1:pos:R:3:forces:R:3:mulliken_charge:R:1
B -0.56507 -1.91263 0.32727 0.66 0.39 -0.25 0.45
C -1.59248 -1.32998 -0.71292 -0.60 0.00 0.21 -0.39
Cl -1.81112 -2.41108 -2.17919 -0.02 0.01 -0.06 -0.28
C -3.01250 -1.08649 -0.19903 0.09 -0.12 -0.12 0.25
C -3.69355 -2.34310 0.36189 -0.07 0.05 0.08 -1.20
Cl -2.95729 0.21444 1.04599 -0.03 0.05 0.02 -0.21
H -0.27259 -1.30060 1.29296 -0.39 -0.07 0.19 -0.10
H -0.17180 -3.03525 0.17488 0.13 0.05 -0.10 -0.15
H -1.15080 -0.40523 -1.08429 -0.03 -0.09 -0.07 0.32
H -3.60218 -0.66122 -1.00700 -0.05 0.00 -0.01 0.40
H -3.95656 -2.20025 1.40802 0.04 -0.01 0.04 0.35
H -4.61277 -2.56885 -0.18028 0.03 -0.02 -0.04 0.28
H -3.03510 -3.20881 0.28315 -0.01 0.03 -0.03 0.29
C 2.41390 1.55380 -1.35449 -0.18 -0.07 -0.17 -0.81
C 1.57043 0.87561 -0.48050 0.44 0.10 0.25 0.49
C 1.66459 1.24288 1.02881 -0.09 -0.26 -0.18 0.60
O 0.84848 0.68487 1.78236 0.03 0.13 0.24 -0.76
C 2.66670 2.14120 1.44086 -0.05 0.02 0.12 -0.90
C 3.54473 2.81554 0.57158 -0.06 -0.04 -0.08 0.38
C 3.36797 2.53183 -0.95782 0.07 0.09 0.02 0.45
O 4.07497 3.15086 -1.76464 -0.01 -0.04 0.09 -0.75
O 4.43191 3.61248 0.92137 0.03 0.02 0.02 -0.78
O 0.74819 -0.02370 -0.80982 0.08 -0.25 -0.17 -0.68
H 2.36631 1.33799 -2.41894 -0.07 -0.05 0.02 0.36
H 2.73564 2.32569 2.50978 0.07 0.09 -0.03 0.36
```
Forces are in eV/Å.

The following is a DFT calculation (the ωB97M-V functional and the def2-TZVPD basis) of C9H9Br3 as an isolated structure in a non-equilibrium geometry.

Output
Energy relative to the best compared isomer or geometry (same formula, charge and spin) in kcal per mole: 45.9
Charge: 0
Frontier orbital gap in eV: 9.208
DFT total energy in Eh: -8070.311063
F_max in eV Å⁻¹: 4.72

Structure (XYZ):
```
21
Properties=species:S:1:pos:R:3:forces:R:3:mulliken_charge:R:1
C -1.94035 0.68685 -1.23136 3.58 -0.78 1.47 -0.95
C -1.34108 1.56031 -0.36779 0.40 0.58 1.58 -0.60
C -1.37794 -0.54643 -1.43582 0.31 -1.02 0.51 -0.70
C -0.15067 1.22537 0.33815 -0.02 -0.50 -0.30 0.92
C -0.28137 -0.99080 -0.71261 0.33 0.83 0.31 1.04
C 0.38974 -0.05569 0.12120 2.03 -0.85 0.72 0.32
C 0.27762 2.21700 1.37724 1.34 -0.21 2.28 -1.64
C -0.02507 -2.45875 -0.76807 0.31 -1.15 0.78 -1.50
C 1.88679 -0.55769 0.79069 -1.31 1.20 -2.03 -0.06
Br 2.94245 0.85653 1.61521 0.20 -0.20 -0.15 -0.08
Br 3.08454 -1.16366 -0.72618 -0.54 0.36 0.33 -0.05
Br 1.82754 -1.99520 2.01559 -0.49 -0.44 0.53 0.03
H -2.73710 0.88671 -1.77125 -3.94 1.40 -2.20 0.55
H -1.84703 2.48638 -0.03786 0.39 -0.46 -0.59 0.29
H -1.85126 -1.30390 -2.05143 -0.18 0.32 -0.15 0.30
H 0.98484 3.00945 1.25568 0.71 0.43 -1.72 0.46
H -0.56065 2.76193 1.66935 -1.80 0.76 0.50 0.35
H 0.76862 1.91629 2.35604 -1.28 -0.81 -1.17 0.39
H -0.32698 -2.89119 0.28131 1.10 0.40 -2.13 0.27
H -0.68716 -2.88453 -1.51116 -0.53 -0.11 0.09 0.41
H 0.96453 -2.75896 -1.20694 -0.60 0.26 1.33 0.25
```
Forces are in eV/Å.

The following is a DFT calculation (the ωB97M-V functional and the def2-TZVPD basis) of one molecule with the formula C9H9ClN2S in a non-equilibrium geometry.

Output
Energy relative to the best compared isomer or geometry (same formula, charge and spin) in kcal per mole: 36.5
Charge: 0
SMILES: CC(/C=C\N=N\c1cccs1)=C\Cl
Frontier orbital gap in eV: 7.114
DFT total energy in Eh: -1316.089505
F_max in eV Å⁻¹: 5.42

Structure (XYZ):
```
22
Properties=species:S:1:pos:R:3:forces:R:3:mulliken_charge:R:1
C -3.01091 -0.14845 -1.24655 0.67 -0.15 0.14 -1.10
C -2.18589 0.20861 -0.00297 -2.19 2.86 -1.75 0.41
C -2.02275 1.65831 0.18488 0.55 0.32 -0.15 -0.43
C -0.80660 2.26294 0.44131 -1.85 -2.49 0.36 -0.34
N 0.39874 1.64708 0.43740 2.14 -2.73 0.29 -0.51
N 0.69878 0.45550 0.90326 -3.63 4.01 -0.35 -0.08
C 1.81585 -0.04715 0.38252 1.60 1.23 0.29 0.42
C 2.41600 -1.12929 0.91589 -0.87 -1.98 -1.01 -0.28
C 3.52258 -1.55765 0.16924 0.16 0.46 -0.71 -0.42
C 3.89583 -0.62071 -0.80185 -0.55 0.65 1.15 -0.38
S 2.77933 0.76451 -0.80293 0.82 -1.51 0.00 -0.04
C -1.70067 -0.66504 0.81534 1.26 -1.63 3.27 -0.01
Cl -1.84619 -2.36160 0.53456 0.09 -0.54 0.07 -0.23
H -3.99474 0.43102 -1.32140 1.55 -0.63 0.14 0.31
H -3.23924 -1.25903 -1.13462 0.31 1.54 -1.03 0.33
H -2.26148 0.17623 -2.06616 -1.76 -1.04 0.58 0.26
H -2.89043 2.27663 -0.17127 1.07 -0.44 0.54 0.25
H -0.68724 3.29357 0.41991 -0.10 1.82 -0.05 0.43
H 1.88741 -1.86812 1.51929 0.09 0.64 0.35 0.32
H 3.70172 -2.61560 0.35737 1.39 0.40 -0.52 0.31
H 4.80539 -0.42714 -1.36929 -0.32 -0.80 -0.04 0.39
H -1.27551 -0.47461 1.83608 -0.45 0.01 -1.55 0.37
```
Forces are in eV/Å.

The following is a DFT calculation (the ωB97M-V functional and the def2-TZVPD basis) of one molecule with the formula C9H9ClNP in a non-equilibrium geometry.

Output
Energy relative to the best compared isomer or geometry (same formula, charge and spin) in kcal per mole: 11.8
Charge: 0
SMILES: CP(Cl)n1ccc2ccccc21
Frontier orbital gap in eV: 8.571
DFT total energy in Eh: -1204.635311
F_max in eV Å⁻¹: 5.90

Structure (XYZ):
```
21
Properties=species:S:1:pos:R:3:forces:R:3:mulliken_charge:R:1
C 1.90227 1.86186 1.28593 -1.02 -1.90 -0.52 -1.07
P 1.88882 1.66397 -0.55108 -1.69 -2.06 0.32 0.20
Cl 3.81565 1.18295 -0.86722 0.70 -0.47 -0.24 -0.23
N 1.05010 -0.05368 -0.60881 4.46 3.86 -0.29 0.08
C 1.43385 -1.18362 -1.30180 -2.28 0.21 0.56 -0.18
C 0.34562 -1.99784 -1.30367 0.12 1.84 1.11 -1.15
C -0.73259 -1.34210 -0.55914 0.34 -2.48 -0.63 0.86
C -1.99145 -1.80660 -0.12520 0.49 3.25 -0.02 -0.88
C -2.78149 -0.82434 0.49251 -1.82 0.11 -0.46 -0.30
C -2.36192 0.49623 0.61186 0.87 1.31 0.50 -0.67
C -1.04259 0.84072 0.34554 -0.95 0.95 0.16 -0.27
C -0.21947 -0.09602 -0.22739 -1.42 -0.82 0.55 0.34
H 1.54779 2.84886 1.39978 -1.21 0.88 0.86 0.34
H 2.87357 1.91049 1.62275 2.57 0.13 0.42 0.50
H 1.49906 1.00210 1.90029 -0.37 1.30 -0.90 0.33
H 2.34814 -1.35122 -1.80701 0.80 0.33 -0.09 0.40
H 0.41090 -2.80543 -1.91862 -0.58 -2.66 -1.06 0.45
H -2.32867 -2.71173 -0.51241 -0.75 -1.55 0.01 0.42
H -3.86873 -0.83922 0.73779 0.90 -1.22 -0.26 0.26
H -3.04667 1.34195 0.91056 0.67 -1.37 -0.13 0.29
H -0.74219 1.86266 0.47533 0.19 0.36 0.11 0.28
```
Forces are in eV/Å.

The following is a DFT calculation (the ωB97M-V functional and the def2-TZVPD basis) of one molecule with the formula C9H9ClO in a non-equilibrium geometry.

Output
Energy relative to the best compared isomer or geometry (same formula, charge and spin) in kcal per mole: 70.0
Charge: 0
SMILES: CCC(=O)c1cccc(Cl)c1
Frontier orbital gap in eV: 9.317
DFT total energy in Eh: -883.667459
F_max in eV Å⁻¹: 8.20

Structure (XYZ):
```
20
Properties=species:S:1:pos:R:3:forces:R:3:mulliken_charge:R:1
C 1.38206 3.01213 -0.08519 0.05 2.62 -0.60 -1.06
C 0.62544 1.68782 0.29802 4.23 2.46 -0.01 -0.42
C 0.67539 0.72000 -0.84339 -0.28 -0.15 -4.03 0.41
O 1.04236 0.90640 -2.12272 -1.90 -1.28 7.55 -0.63
C -0.04761 -0.53677 -0.24950 5.49 -0.18 -6.09 1.05
C 0.35168 -1.73099 -1.05245 -4.27 1.80 2.24 -0.70
C -0.45697 -2.83287 -0.68650 0.63 2.03 1.09 -0.49
C -1.31764 -2.77257 0.50981 0.04 -1.58 -2.85 -0.38
C -1.56062 -1.57887 1.10527 0.77 -0.47 2.23 0.00
Cl -2.51137 -1.54510 2.61965 0.17 0.03 -0.97 -0.22
C -0.80400 -0.42584 0.80766 -3.56 -1.83 1.77 -0.54
H 1.13612 3.13224 -1.17454 0.68 -0.01 0.80 0.28
H 0.95977 4.06064 0.33608 0.84 -2.70 -0.34 0.28
H 2.56967 3.08006 0.01818 -2.75 -0.66 -0.05 0.26
H -0.39786 1.83686 0.52488 -0.80 0.65 0.02 0.33
H 1.10465 1.25145 1.22823 -0.62 0.20 -1.17 0.37
H 0.78636 -1.30066 -1.97807 0.21 -1.61 0.36 0.40
H -0.49383 -3.69245 -1.29373 0.11 -1.14 -0.37 0.42
H -1.91593 -3.70346 0.69779 0.69 1.20 0.20 0.31
H -1.12768 0.43200 1.34053 0.26 0.61 0.21 0.32
```
Forces are in eV/Å.

The following is a DFT calculation (the ωB97M-V functional and the def2-TZVPD basis) of an isolated ion of composition C9H9F2N2 and charge +1 in a non-equilibrium geometry.

Output
Energy relative to the best compared isomer or geometry (same formula, charge and spin) in kcal per mole: 33.6
Charge: +1
SMILES: C[n+]1c(C(F)F)[nH]c2ccccc21
Frontier orbital gap in eV: 9.750
DFT total energy in Eh: -657.313180
F_max in eV Å⁻¹: 4.93

Structure (XYZ):
```
22
Properties=species:S:1:pos:R:3:forces:R:3:mulliken_charge:R:1
C 0.65812 2.30104 -0.23594 0.72 1.65 1.33 -0.78
N 0.55400 0.81287 -0.17211 0.57 -0.12 1.40 0.11
C 1.48203 -0.15699 -0.03973 3.55 3.24 -1.13 0.00
C 3.26353 -0.02293 -0.16187 -3.90 -0.01 1.88 0.33
F 3.63654 -1.21907 -0.45656 0.53 -2.61 -1.01 -0.26
F 3.74898 0.19259 1.08050 -0.48 1.09 -1.01 -0.21
N 0.97225 -1.34146 0.06958 -1.42 0.49 0.25 -0.02
C -0.45002 -1.19069 0.16313 1.53 0.61 -0.29 0.41
C -1.45526 -2.09632 0.30993 -0.98 0.21 -0.75 -0.87
C -2.69547 -1.50859 0.27153 -2.37 -1.58 0.92 -0.32
C -2.97056 -0.15915 0.12546 -2.06 -0.39 -0.31 -0.58
C -1.99615 0.74775 -0.01675 2.48 -0.55 0.89 -0.75
C -0.71424 0.18725 0.06571 1.32 0.15 -1.02 0.90
H 0.89004 2.87788 0.76368 -0.84 -1.84 -1.34 0.31
H 1.44927 2.80787 -0.86453 -0.86 -1.56 -0.04 0.31
H -0.34495 2.57794 -0.57557 0.57 0.39 -0.04 0.30
H 3.50668 0.60881 -0.98976 0.43 1.23 0.17 0.36
H 1.60828 -2.07216 -0.17644 -0.30 -1.26 0.31 0.29
H -1.38612 -3.15616 0.23001 0.40 -0.56 0.48 0.43
H -3.59729 -2.13514 0.48884 1.01 0.34 -0.59 0.31
H -4.01598 0.16341 0.04786 0.44 -0.21 0.34 0.38
H -2.14369 1.78123 0.07306 -0.33 1.27 -0.45 0.36
```
Forces are in eV/Å.